C6H10O | ωB97M-V with the def2-TZVPD basis set

Its largest force on an atom is 0.4 eV/A. As for the SMILES: CC/C=C\C=C\O. The calculation puts the frontier orbital gap at 0.3353 hartree. For the molar mass, the calculation gives 98.145 g mol⁻¹. The LUMO energy comes out at 0.0342 Ha. The HOMO energy comes out at -8.2 eV. The calculation puts the energy at -309.81079 a.u.

Each line ends with the natural charge from an NBO analysis.
Geometry (Å):
O  0.590  3.198  0.673  -0.669
C  -0.631  -2.228  1.182  -0.599
C  0.664  1.963  0.119  0.176
C  0.028  -0.988  0.586  -0.453
C  0.018  -0.899  -0.915  -0.173
C  0.091  0.244  -1.613  -0.215
C  0.145  1.604  -1.064  -0.367
H  1.067  -0.936  0.944  0.204
H  -0.056  -1.836  -1.469  0.199
H  0.056  0.184  -2.700  0.206
H  -1.705  -2.251  0.967  0.205
H  1.230  1.294  0.758  0.185
H  -0.024  3.732  0.150  0.475
H  -0.509  -2.222  2.271  0.210
H  -0.309  2.388  -1.674  0.198
H  -0.468  -0.093  0.983  0.215
H  -0.186  -3.153  0.801  0.202

C6H10O | ωB97M-V with the def2-TZVPD basis set

Its largest force on an atom is 0.4 eV/A. The calculation puts the frontier orbital gap at 0.3204 hartree. For the molar mass, the calculation gives 98.145 g mol⁻¹. The LUMO energy comes out at 0.0121 Ha. The HOMO energy comes out at -8.4 eV. The calculation puts the energy at -309.73120 a.u.

Each line ends with the natural charge from an NBO analysis.
Geometry (Å):
O  -0.542  1.194  -1.733  -0.721
C  1.853  0.359  -0.154  0.198
C  -0.416  -0.024  -1.008  0.088
C  0.828  0.880  0.807  -0.608
C  -0.985  -0.832  1.361  -0.608
C  1.042  -0.491  -1.073  -0.623
C  -0.586  0.343  0.469  -0.257
H  -1.349  1.126  0.540  0.224
H  -0.212  -1.610  1.385  0.198
H  1.450  -0.643  -2.080  0.231
H  -1.921  -1.298  1.033  0.213
H  -1.149  -0.763  -1.363  0.171
H  -0.104  1.084  -2.586  0.468
H  1.164  -1.465  -0.554  0.273
H  0.885  1.977  0.735  0.281
H  -1.129  -0.490  2.393  0.216
H  1.170  0.653  1.826  0.255

C6H10O | ωB97M-V with the def2-TZVPD basis set

Its largest force on an atom is 3.0 eV/A. As for the SMILES: C1C[C@@H]2CC[C@@H]2O1. The calculation puts the frontier orbital gap at 0.3830 hartree. For the molar mass, the calculation gives 98.145 g mol⁻¹. The LUMO energy comes out at 0.0402 Ha. The HOMO energy comes out at -9.3 eV. The calculation puts the energy at -309.77803 a.u.

Each line ends with the natural charge from an NBO analysis.
Geometry (Å):
O  1.001  -1.122  -0.244  -0.548
C  -1.409  -0.814  0.427  -0.451
C  -1.581  0.763  0.433  -0.426
C  1.103  1.123  -0.078  -0.437
C  -0.329  -0.738  -0.717  0.088
C  1.503  -0.092  0.666  -0.090
C  -0.373  0.847  -0.603  -0.231
H  -0.556  -1.279  -1.626  0.197
H  1.794  1.109  -0.970  0.219
H  -1.404  1.239  1.426  0.215
H  1.264  2.051  0.540  0.216
H  -1.048  -1.500  1.303  0.228
H  1.026  -0.333  1.678  0.172
H  2.588  -0.290  0.675  0.204
H  -2.461  1.171  -0.200  0.221
H  -2.213  -1.256  -0.100  0.209
H  -0.490  1.531  -1.545  0.215

C6H10O | ωB97M-V with the def2-TZVPD basis set

Its largest force on an atom is 0.6 eV/A. The calculation puts the frontier orbital gap at 0.3472 hartree. For the molar mass, the calculation gives 98.145 g mol⁻¹. The LUMO energy comes out at 0.0335 Ha. The HOMO energy comes out at -8.5 eV. The calculation puts the energy at -309.66171 a.u.

Each line ends with the natural charge from an NBO analysis.
Geometry (Å):
O  0.887  0.754  0.671  -0.495
C  -1.815  -0.160  1.246  -0.412
C  -1.010  -0.692  0.097  -0.268
C  1.171  -0.060  -1.206  -0.593
C  -1.905  0.497  -0.104  -0.424
C  1.594  1.168  -0.384  0.276
C  0.479  -0.513  0.081  0.103
H  -1.438  1.473  -0.211  0.225
H  3.452  0.098  0.191  -0.015
H  -2.810  0.361  -0.688  0.219
H  -2.655  -0.751  1.596  0.218
H  -1.279  0.379  2.023  0.227
H  3.256  0.824  0.060  0.040
H  1.002  -1.324  0.605  0.194
H  -1.328  -1.634  -0.343  0.227
H  0.477  0.292  -1.975  0.241
H  1.923  -0.713  -1.657  0.237

C6H10O | ωB97M-V with the def2-TZVPD basis set

Its largest force on an atom is 2.3 eV/A. The calculation puts the frontier orbital gap at 0.3224 hartree. For the molar mass, the calculation gives 98.145 g mol⁻¹. The LUMO energy comes out at 0.0207 Ha. The HOMO energy comes out at -8.2 eV. The calculation puts the energy at -309.69562 a.u.

Each line ends with the natural charge from an NBO analysis.
Geometry (Å):
O  -0.389  1.903  1.288  -0.481
C  -0.850  -0.447  0.593  -0.421
C  1.051  -2.019  -0.321  -0.604
C  0.091  -0.870  -0.567  -0.200
C  -1.131  2.959  1.084  0.138
C  -0.563  0.999  0.197  0.083
C  0.668  0.571  -0.588  -0.434
H  -1.386  1.415  -0.420  0.187
H  -0.410  -0.665  1.572  0.217
H  1.567  0.661  0.034  0.217
H  0.845  1.048  -1.556  0.216
H  -1.893  -0.781  0.575  0.215
H  1.755  -2.128  -1.156  0.212
H  0.511  -2.967  -0.208  0.213
H  -0.494  -1.049  -1.478  0.202
H  1.635  -1.850  0.593  0.204
H  -1.072  3.245  -0.015  0.036

C6H10O | ωB97M-V with the def2-TZVPD basis set

Its largest force on an atom is 0.8 eV/A. The calculation puts the frontier orbital gap (spin up / spin down) at 0.2770 / 0.2559 hartree. For the molar mass, the calculation gives 98.145 g mol⁻¹. The LUMO energy (spin up / spin down) comes out at -0.0103 / -0.0123 Ha. The HOMO energy (spin up / spin down) comes out at -7.8 / -7.3 eV. The calculation puts the energy at -309.66662 a.u.

Each line ends with the natural charge from an NBO analysis.
Geometry (Å):
O  0.041  0.082  1.542  -0.455
C  1.705  -0.581  -0.162  -0.636
C  0.948  0.571  0.500  0.091
C  0.094  1.488  -0.370  -0.635
C  -1.270  -0.601  -1.326  -0.229
C  -1.153  -0.333  1.183  0.298
C  -1.606  -0.909  -0.018  -0.536
H  0.252  1.307  -1.431  0.248
H  2.426  -0.169  -0.878  0.222
H  0.204  2.540  -0.122  0.205
H  1.057  -1.275  -0.701  0.227
H  -1.531  -1.369  -2.059  0.133
H  2.269  -1.145  0.588  0.216
H  1.672  1.155  1.074  0.196
H  -0.943  1.249  -0.108  0.231
H  -1.798  -0.351  2.061  0.189
H  -2.367  -1.659  0.227  0.235

C6H10O | ωB97M-V with the def2-TZVPD basis set

Its largest force on an atom is 0.4 eV/A. The calculation puts the frontier orbital gap at 0.3325 hartree. For the molar mass, the calculation gives 98.145 g mol⁻¹. The LUMO energy comes out at -0.0194 Ha. The HOMO energy comes out at -9.6 eV. The calculation puts the energy at -309.66641 a.u.

Each line ends with the natural charge from an NBO analysis.
Geometry (Å):
O  3.472  -0.284  -0.039  -0.551
C  1.341  -1.520  0.115  -0.243
C  2.690  -1.203  -0.014  0.267
C  -1.257  0.852  -0.356  -0.227
C  -2.074  -0.347  0.072  -0.607
C  -0.448  1.624  0.651  -0.414
C  0.236  0.760  -0.362  -0.316
H  -0.447  1.264  1.677  0.220
H  0.625  -0.166  0.131  0.170
H  -3.055  -0.047  0.455  0.215
H  -0.355  2.701  0.551  0.224
H  0.882  -2.003  -0.754  0.206
H  -1.557  -0.903  0.863  0.215
H  -1.692  1.440  -1.163  0.218
H  -2.232  -1.032  -0.769  0.210
H  0.856  1.167  -1.154  0.238
H  3.015  -2.304  0.094  0.176

C6H10O | ωB97M-V with the def2-TZVPD basis set

Its largest force on an atom is 2.4 eV/A. The calculation puts the frontier orbital gap at 0.3467 hartree. For the molar mass, the calculation gives 98.145 g mol⁻¹. The LUMO energy comes out at 0.0397 Ha. The HOMO energy comes out at -8.4 eV. The calculation puts the energy at -309.70602 a.u.

Each line ends with the natural charge from an NBO analysis.
Geometry (Å):
O  -1.110  -0.640  -2.824  -0.657
C  0.720  0.790  1.904  -0.609
C  -1.470  0.408  -2.094  0.187
C  1.057  -0.253  0.857  -0.216
C  -0.684  0.691  -0.878  -0.575
C  0.377  -0.300  -0.486  -0.246
C  0.096  -1.366  0.537  -0.416
H  1.230  1.741  1.704  0.209
H  1.002  -0.608  -1.323  0.223
H  1.029  0.449  2.899  0.215
H  -0.356  0.992  1.950  0.203
H  0.477  -2.369  0.364  0.219
H  2.111  -0.524  0.837  0.211
H  -1.890  -0.229  -3.310  0.541
H  -1.439  0.859  -0.096  0.248
H  -0.277  1.699  -1.074  0.255
H  -0.874  -1.340  1.033  0.207

C6H10O | ωB97M-V with the def2-TZVPD basis set

Its largest force on an atom is 4.2 eV/A. As for the SMILES: C=C/C=C\OCC. The calculation puts the frontier orbital gap at 0.3479 hartree. For the molar mass, the calculation gives 98.145 g mol⁻¹. The LUMO energy comes out at 0.0395 Ha. The HOMO energy comes out at -8.4 eV. The calculation puts the energy at -309.75819 a.u.

Each line ends with the natural charge from an NBO analysis.
Geometry (Å):
O  -0.645  -1.288  0.471  -0.529
C  -0.288  -1.462  -1.920  -0.619
C  -0.032  -0.614  -0.684  -0.061
C  1.367  1.020  1.202  -0.374
C  -1.301  -0.360  1.319  0.161
C  -0.958  0.988  1.550  -0.356
C  0.243  1.681  1.152  -0.244
H  0.284  2.726  0.745  0.215
H  -1.841  1.461  1.985  0.223
H  0.342  -2.342  -1.939  0.205
H  -0.084  -0.948  -2.788  0.209
H  -2.195  -0.827  1.733  0.192
H  1.017  -0.628  -0.648  0.183
H  1.306  0.086  1.673  0.196
H  -0.539  0.321  -0.817  0.189
H  2.304  1.423  0.838  0.200
H  -1.324  -1.683  -2.010  0.209

C6H10O | ωB97M-V with the def2-TZVPD basis set

Its largest force on an atom is 6.4 eV/A. The calculation puts the frontier orbital gap (spin up / spin down) at 0.3401 / 0.3333 hartree. As for the multiplicity: 3. For the molar mass, the calculation gives 98.145 g mol⁻¹. The LUMO energy (spin up / spin down) comes out at 0.0415 / -0.0301 Ha. As for the expectation value of S²: 2.006. The HOMO energy (spin up / spin down) comes out at -8.1 / -9.9 eV. The calculation puts the energy at -309.56833 a.u.

Each line ends with the Mulliken spin population.
Geometry (Å):
O  0.148  0.884  1.252  0.054
C  0.172  0.477  -0.047  0.833
C  -0.764  1.453  0.337  -0.063
C  -1.936  0.547  0.072  0.044
C  3.286  0.644  -0.898  0.853
C  -1.012  -1.848  0.639  0.004
C  -1.017  -0.606  -0.313  0.105
H  -0.027  -2.141  0.906  0.003
H  -0.975  -1.004  -1.333  -0.001
H  -1.377  -1.487  1.751  0.002
H  -2.614  0.330  0.899  0.014
H  3.148  1.617  -1.180  0.050
H  -0.663  2.546  0.165  0.003
H  -1.498  -2.676  0.346  0.002
H  3.534  -0.111  -1.597  0.053
H  3.977  0.567  -0.099  0.041
H  -2.384  0.809  -0.898  0.002